Entry 1:
Density functional theory data (the ωB97M-V functional and the def2-TZVPD basis) for a 2-piece molecular cluster, C4H12 overall.

For the total energy, the calculation gives -159.51751 Ha. As for the molecular weight: 60.14 g mol⁻¹. The calculation puts the LUMO energy at 1.144 eV. The calculation puts the gap between HOMO and LUMO at 11.907 eV. For the largest force on an atom, the calculation gives 4.26 eV/A. Its SMILES is CC.CC.

Positions of all 16 atoms, in Å:
1 C 0.140684 -1.105593 -1.446322
2 C 1.346861 -0.302751 -1.746131
3 H 0.456190 -2.214158 -1.691665
4 H -0.709149 -0.793951 -2.053177
5 H -0.216541 -1.197504 -0.392547
6 H 1.102208 0.093219 -2.845400
7 H 1.459364 0.464178 -0.962545
8 H 2.349237 -0.641657 -1.584937
9 C -0.104491 0.208649 1.775466
10 C -1.336526 1.172604 1.394875
11 H 0.494886 -0.009797 0.868831
12 H -0.359285 -0.733060 2.333321
13 H 0.295189 0.876565 2.636773
14 H -2.127035 1.124524 2.246156
15 H -1.641519 0.866082 0.355223
16 H -1.150079 2.192643 1.112085

Force components x, y, z for each atom (eV/Å):
C -0.016 -4.220 0.610
C -0.562 2.981 -1.127
H -1.257 1.785 0.112
H 0.079 -0.241 0.033
H 0.485 0.380 -0.792
H 1.515 -0.281 2.496
H -0.710 0.977 -0.815
H 0.397 -1.536 -0.789
C -0.900 2.474 1.954
C -0.787 -2.540 -0.415
H 0.129 0.489 1.231
H -0.303 0.791 -1.014
H 0.763 -1.390 -1.662
H 1.055 0.071 -1.958
H -0.881 -0.422 1.236
H 0.996 0.686 0.902

Entry 2:
Density functional theory data (the ωB97M-V functional and the def2-TZVPD basis) for a 2-piece molecular cluster, C4H12 overall.

For the total energy, the calculation gives -159.57874 Ha. As for the molecular weight: 60.14 g mol⁻¹. The calculation puts the LUMO energy at 1.157 eV. The calculation puts the gap between HOMO and LUMO at 12.953 eV. For the largest force on an atom, the calculation gives 0.91 eV/A. Its SMILES is CC.CC.

Positions of all 16 atoms, in Å:
1 C 0.565442 -2.028897 -0.763955
2 C 0.023291 -1.383192 -2.047414
3 H 0.426112 -3.107884 -0.813862
4 H 1.636606 -1.903512 -0.681236
5 H 0.081506 -1.684311 0.141767
6 H -0.725868 -1.997594 -2.551109
7 H -0.416087 -0.395746 -1.857902
8 H 0.839417 -1.161713 -2.733612
9 C -0.706437 1.082798 1.211711
10 C 0.133022 2.310479 1.581609
11 H -0.561264 0.836324 0.158075
12 H -0.339667 0.222704 1.770326
13 H -1.770171 1.253125 1.343872
14 H 1.183372 2.076413 1.353582
15 H 0.082253 2.476506 2.662426
16 H -0.146739 3.168888 0.971453

Force components x, y, z for each atom (eV/Å):
C -0.159 -0.539 -0.521
C 0.098 0.627 0.211
H -0.093 -0.102 0.078
H 0.232 0.322 0.186
H -0.062 0.148 0.093
H 0.111 0.087 0.056
H -0.105 -0.254 0.090
H -0.018 -0.306 -0.212
C 0.512 0.217 -0.415
C 0.365 -0.817 -0.165
H -0.023 0.030 -0.034
H -0.379 -0.079 0.160
H -0.108 -0.151 0.294
H -0.190 0.207 0.068
H -0.130 0.434 -0.276
H -0.051 0.178 0.388

Entry 3:
Density functional theory data (the ωB97M-V functional and the def2-TZVPD basis) for a 2-piece molecular cluster, C4H12 overall.

For the total energy, the calculation gives -159.55198 Ha. As for the molecular weight: 60.14 g mol⁻¹. The calculation puts the LUMO energy at 1.171 eV. The calculation puts the gap between HOMO and LUMO at 12.193 eV. For the largest force on an atom, the calculation gives 4.25 eV/A. Its SMILES is CC.CC.

Positions of all 16 atoms, in Å:
1 C -1.259190 0.421391 1.737414
2 C -1.673786 1.136746 0.437559
3 H -0.669572 -0.490797 1.667012
4 H -0.481279 1.084304 2.162971
5 H -2.093504 0.390446 2.414532
6 H -0.982182 1.794278 -0.059570
7 H -2.561168 1.732314 0.659750
8 H -2.078425 0.420151 -0.291079
9 C 0.950948 -0.323023 -1.383116
10 C 2.018293 -1.206963 -0.688507
11 H 0.007337 -0.643570 -0.936831
12 H 1.116114 0.736626 -1.191835
13 H 0.786948 -0.402634 -2.464390
14 H 2.267378 -1.911211 -1.547199
15 H 1.607169 -1.858934 0.072256
16 H 3.044918 -0.879124 -0.588967

Force components x, y, z for each atom (eV/Å):
C 1.887 1.814 -0.371
C -1.698 -1.109 -0.084
H -0.665 -0.429 -0.396
H -0.547 -0.077 0.427
H -0.145 -0.482 0.325
H 0.625 -0.062 0.069
H 0.114 0.283 0.115
H 0.366 0.104 -0.062
C -0.182 0.362 1.023
C 0.247 -1.803 -3.838
H -0.125 0.496 -0.083
H -0.258 0.055 0.199
H 0.654 -0.394 0.184
H -0.381 -0.037 1.052
H 0.290 0.376 0.473
H -0.182 0.902 0.967

Entry 4:
Density functional theory data (the ωB97M-V functional and the def2-TZVPD basis) for a 2-piece molecular cluster, C4H12 overall.

For the total energy, the calculation gives -159.55175 Ha. As for the molecular weight: 60.14 g mol⁻¹. The calculation puts the LUMO energy at 1.119 eV. The calculation puts the gap between HOMO and LUMO at 12.502 eV. For the largest force on an atom, the calculation gives 2.74 eV/A. Its SMILES is CC.CC.

Positions of all 16 atoms, in Å:
1 C 1.561292 -0.539917 -0.433649
2 C 2.764707 -1.442357 -0.035203
3 H 1.016274 -0.071806 0.412342
4 H 1.952433 0.200679 -1.100712
5 H 0.887079 -1.153248 -1.066312
6 H 3.569017 -0.919713 0.523247
7 H 2.406574 -2.102906 0.707520
8 H 3.093355 -1.792264 -1.111457
9 C -2.023309 0.960820 0.993349
10 C -2.314181 1.064409 -0.505538
11 H -2.734524 1.392930 1.716007
12 H -1.895706 -0.155067 1.345890
13 H -1.082887 1.526905 1.271815
14 H -1.967816 1.981592 -0.931439
15 H -3.343874 0.905041 -0.847509
16 H -1.888431 0.144899 -0.938356

Force components x, y, z for each atom (eV/Å):
C 0.153 -0.575 0.283
C 0.032 1.550 -2.019
H 0.305 -0.318 -0.568
H -0.038 0.864 -0.256
H 0.050 0.352 0.641
H -0.266 0.111 -0.884
H -0.205 -1.770 0.073
H -0.051 -0.210 2.730
C 0.817 -0.948 1.748
C -0.562 -1.775 0.259
H -0.259 -0.094 -0.663
H -0.128 2.145 -0.763
H -0.709 -0.910 -0.549
H 0.443 0.327 -0.421
H -0.235 0.463 0.728
H 0.652 0.788 -0.339

Entry 5:
Density functional theory data (the ωB97M-V functional and the def2-TZVPD basis) for a 2-piece molecular cluster, C4H12 overall.

For the total energy, the calculation gives -159.56709 Ha. As for the molecular weight: 60.14 g mol⁻¹. The calculation puts the LUMO energy at 1.146 eV. The calculation puts the gap between HOMO and LUMO at 12.521 eV. For the largest force on an atom, the calculation gives 2.24 eV/A. Its SMILES is CC.CC.

Positions of all 16 atoms, in Å:
1 C 1.329661 1.264489 -1.009008
2 C 1.810587 0.101018 -1.930167
3 H 1.784173 1.403670 -0.008622
4 H 1.375267 2.246143 -1.510868
5 H 0.270157 1.268496 -0.784024
6 H 1.152013 -0.137669 -2.766623
7 H 2.146264 -0.684012 -1.279759
8 H 2.670845 0.515333 -2.441595
9 C -1.249938 -0.597726 0.779319
10 C -1.875981 -0.800464 2.180319
11 H -0.254081 -1.041313 0.695895
12 H -1.863842 -1.133449 0.038558
13 H -1.264237 0.435599 0.512776
14 H -1.578654 -1.825904 2.460938
15 H -1.446311 -0.143709 2.953231
16 H -2.952878 -0.745468 2.098728

Force components x, y, z for each atom (eV/Å):
C -0.894 0.997 -0.321
C 0.386 2.103 0.651
H 0.344 -0.517 -0.736
H 0.559 -0.320 -0.017
H -0.367 -0.689 0.029
H -0.400 -0.379 0.641
H -0.146 -0.904 -0.277
H 0.586 -0.242 -0.028
C -0.717 -0.861 0.316
C 1.342 -0.912 -0.483
H 0.022 0.418 0.137
H 0.132 0.174 0.168
H 0.270 0.676 -0.306
H -0.515 0.292 0.238
H -0.407 -0.027 -0.390
H -0.193 0.191 0.379

Entry 6:
Density functional theory data (the ωB97M-V functional and the def2-TZVPD basis) for a 2-piece molecular cluster, C4H12 overall.

For the total energy, the calculation gives -159.54200 Ha. As for the molecular weight: 60.14 g mol⁻¹. The calculation puts the LUMO energy at 1.046 eV. The calculation puts the gap between HOMO and LUMO at 12.277 eV. For the largest force on an atom, the calculation gives 3.51 eV/A. Its SMILES is CC.CC.

Positions of all 16 atoms, in Å:
1 C -1.520366 1.304631 -0.800040
2 C -0.795395 2.470741 -1.499928
3 H -2.619130 1.242094 -0.987636
4 H -1.259016 0.289025 -1.201991
5 H -1.082388 1.255179 0.155848
6 H 0.277071 2.168098 -1.378462
7 H -0.954881 3.406084 -0.966993
8 H -0.931677 2.544612 -2.614970
9 C 0.946243 -2.039838 0.475547
10 C 1.259696 -1.635562 1.907694
11 H 1.587362 -1.437672 -0.233591
12 H 1.314605 -3.103895 0.153029
13 H -0.102638 -2.015816 -0.009830
14 H 0.438957 -1.934442 2.725949
15 H 1.137306 -0.609158 2.054198
16 H 2.304249 -1.904078 2.221180

Force components x, y, z for each atom (eV/Å):
C -0.600 -1.222 -2.679
C 1.173 -1.464 -0.747
H 0.623 0.710 1.135
H 0.380 0.928 -0.206
H -0.619 0.062 1.760
H -0.575 0.770 -0.158
H -0.090 0.077 -0.308
H -0.283 0.127 1.208
C 0.624 -1.635 -3.046
C -1.676 -1.725 1.857
H -0.690 -0.214 0.754
H -0.677 1.583 1.170
H 1.365 0.352 1.549
H 1.945 -0.364 -1.768
H 0.284 2.007 -0.295
H -1.184 0.010 -0.226